# 1
A structure of composition H8O4Tl in a non-equilibrium geometry. Source: OMol25; level of theory: wB97M-V/def2-TZVPD.

Geometry as XYZ:
```
13
Properties=species:S:1:pos:R:3:forces:R:3:lowdin_charge:R:1
Tl -0.936356 0.431633 -1.130598 0.197 -1.134 1.091 1.87
O 1.129738 -0.300143 -1.254494 0.626 -1.322 -2.616 0.01
H 1.864177 0.154867 -1.666566 0.573 0.417 -1.100 0.15
H 1.534083 -1.022761 -0.774309 -0.056 -1.272 -0.093 0.14
O 0.740309 1.499272 -0.106620 -0.482 3.260 0.124 0.01
H 1.086553 1.192876 0.731522 0.932 1.246 0.169 0.12
H 1.154289 2.351945 -0.240014 0.144 1.473 -0.201 0.17
O -2.203130 -0.780701 0.233369 -1.714 0.180 -1.861 0.06
H -1.828240 -1.017317 1.081719 0.622 0.227 0.764 0.13
H -3.148066 -0.874395 0.354032 -1.607 0.089 -0.577 0.16
O -0.103080 -0.496162 0.685326 1.365 -0.606 2.703 -0.08
H 0.267064 -1.320251 1.001713 0.126 -1.182 0.371 0.17
H 0.442657 0.181137 1.084921 -0.727 -1.379 1.225 0.09
```
Forces are in eV/Å.

## Properties
* total energy: -12971.15720 eV
* orbital gap: 6.70 eV
* M: 276.44 g mol⁻¹
* total charge: +3

***

# 2
The molecule C7H16N2O3S in a non-equilibrium geometry. Source: OMol25; level of theory: wB97M-V/def2-TZVPD.

Geometry as XYZ:
```
29
Properties=species:S:1:pos:R:3:forces:R:3:lowdin_charge:R:1
C 1.733052 -0.590360 0.676030 -0.082 0.053 -0.080 -0.05
C 0.928167 0.440022 -0.134100 0.127 0.040 0.081 -0.58
C 1.250508 1.838381 0.390539 -0.133 -0.208 -0.124 -0.05
C 1.318398 0.337971 -1.608912 -0.124 0.059 0.263 -0.04
C -0.544056 0.117399 0.104362 -2.617 1.110 -1.717 -0.21
C -1.778373 1.060281 -0.871239 2.215 -1.379 2.199 -0.10
S -3.318367 0.472761 -0.235462 -0.077 0.391 -0.496 0.59
O -3.340758 0.599733 1.189944 0.219 -0.051 0.168 -0.27
O -4.410456 0.997302 -0.985026 0.033 -0.213 -0.213 -0.26
O -3.174636 -1.072893 -0.616749 -0.534 0.791 -0.162 -0.19
C -2.130841 -1.752742 0.136046 0.793 -0.532 0.846 -0.47
N -2.185349 -3.139895 -0.161974 -0.262 -0.026 -0.037 0.10
N -0.837299 -1.250648 -0.173793 0.039 -0.375 -0.137 0.02
H 1.589951 -0.428641 1.742646 0.007 0.002 0.138 0.09
H 1.401475 -1.600671 0.448205 0.145 -0.009 -0.002 0.08
H 2.793382 -0.500756 0.450796 0.120 0.070 0.013 0.09
H 2.324387 2.007731 0.353333 0.090 0.063 -0.030 0.09
H 0.759592 2.603630 -0.203021 -0.060 0.191 -0.086 0.08
H 0.927143 1.940297 1.423110 -0.034 0.057 0.154 0.09
H 0.737983 1.029744 -2.213188 -0.064 0.084 -0.147 0.08
H 2.371395 0.590034 -1.720446 0.067 -0.017 -0.058 0.09
H 1.176567 -0.671256 -1.986927 0.026 -0.136 -0.144 0.08
H -0.854002 0.354767 1.120989 0.144 -0.016 0.078 0.13
H -1.701340 0.802209 -1.915655 -0.011 -0.014 -0.256 0.08
H -1.665193 2.115034 -0.675245 -0.166 0.297 -0.003 0.08
H -2.342487 -1.573767 1.197871 0.025 -0.084 -0.252 0.16
H -2.078818 -3.279615 -1.161543 -0.031 -0.103 0.024 0.09
H -3.082238 -3.525778 0.113935 0.103 0.034 -0.062 0.09
H -0.578605 -1.496484 -1.123275 0.044 -0.076 0.040 0.13
```
Forces are in eV/Å.

## Properties
* total energy: -27476.12853 eV
* orbital gap: 10.08 eV
* M: 208.28 g mol⁻¹
* SMILES: CC(C)(C)[C@H]1CS(=O)(=O)O[C@@H](N)N1

***

# 3
A cluster of 3 separate species, C4H8ClP in total in a non-equilibrium geometry. Source: OMol25; level of theory: wB97M-V/def2-TZVPD.

Geometry as XYZ:
```
14
Properties=species:S:1:pos:R:3:forces:R:3:lowdin_charge:R:1
C -0.406186 2.155743 -0.611273 -0.218 -0.498 0.505 0.14
C -0.919842 1.298041 0.061238 0.858 1.857 -1.169 -0.24
C -1.862373 0.465672 0.684508 -2.698 -1.436 0.779 -0.62
Cl -1.701770 -1.270794 0.266749 0.286 -0.332 -0.143 0.52
H -0.015912 2.949659 -1.200888 0.249 -0.084 0.020 0.04
H -1.968624 0.459663 1.768879 0.672 0.399 -0.008 0.07
H -2.896101 0.707752 0.339991 0.852 0.094 0.025 0.09
H -4.492156 -0.910234 -2.133069 0.683 0.180 -0.058 0.00
H -5.186150 -1.104231 -2.067359 -0.675 -0.179 0.065 0.01
C 2.204473 -0.621472 1.410240 1.934 -0.353 -0.018 -0.46
P 3.582851 0.291761 1.648303 -0.240 -0.672 0.739 0.70
H 1.252828 -0.222549 1.267234 -1.297 1.082 -0.467 -0.08
H 2.211435 -1.681107 1.253494 0.139 -0.572 0.476 -0.02
H 4.492555 -0.784584 2.080028 -0.544 0.513 -0.745 -0.14
```
Forces are in eV/Å.

## Properties
* total energy: -26084.15281 eV
* orbital gap: 9.70 eV
* M: 122.53 g mol⁻¹
* SMILES: C#CCCl.[H][H].C=P

***

# 4
A cluster of 2 separate species, C5H10N2 in total. Source: OMol25; level of theory: wB97M-V/def2-TZVPD.

Geometry as XYZ:
```
17
Properties=species:S:1:pos:R:3:forces:R:3:lowdin_charge:R:1
C -1.915764 -0.261990 0.221647 0.031 0.029 0.041 -0.05
C -1.093652 -0.321578 -1.043129 -0.116 -0.190 0.052 -0.32
N -0.585934 0.880207 -1.689905 -0.093 0.235 0.003 0.07
C 0.377751 -0.073839 -1.107310 0.219 -0.093 0.051 -0.24
C 1.143876 0.392293 0.037461 0.257 0.062 -0.048 -0.25
C 2.183252 0.676649 0.722130 -0.011 -0.113 -0.282 -0.04
N 0.867987 1.066460 1.349834 -0.179 0.292 0.123 0.02
H -2.892832 0.187161 0.006242 0.143 -0.072 0.027 0.08
H -1.420248 0.310368 1.010022 -0.074 -0.058 -0.148 0.06
H -2.092406 -1.273178 0.602816 0.047 0.135 -0.049 0.08
H -1.459912 -1.039041 -1.777614 0.093 0.070 0.121 0.13
H -0.678630 1.671470 -1.052611 -0.035 -0.085 -0.085 0.10
H 0.962820 -0.626788 -1.839122 -0.071 0.126 0.108 0.14
H 3.226111 0.686974 0.986455 -0.178 -0.041 -0.035 0.10
H 0.719729 2.067551 1.163836 0.023 -0.135 0.072 0.06
H 1.080773 -2.440221 1.139684 0.025 -0.061 0.047 0.04
H 1.577078 -1.902502 1.269570 -0.082 -0.103 0.003 0.03
```
Forces are in eV/Å.

## Properties
* total energy: -8322.11646 eV
* orbital gap: 9.40 eV
* M: 98.15 g mol⁻¹
* SMILES: C[C@H]1N[C@H]1C1=CN1.[H][H]

***

Relative energy (zero: lowest compared OMol25 entry of this formula, charge and spin)? In order: 73.7; 1.5; 83.1; 120.3 kcal/mol.